123
Properties=species:S:1:pos:R:3:forces:R:3:lowdin_charge:R:1 method="wB97M-V/def2-TZVPD" charge=-1 lumo_ev=1.37 orbital_gap_ev=10.20 homo_energy_ev=-8.8
P 20.354 -3.155 -6.361 -0.128 -0.462 1.519 0.123
F 19.309 -4.377 -6.488 0.629 -1.082 -0.796 -0.182
F 19.448 -2.345 -7.414 0.629 0.714 -0.046 -0.166
F 19.386 -2.687 -5.132 -0.150 1.067 0.168 -0.207
F 21.382 -1.968 -5.995 -0.401 1.534 -1.423 -0.183
F 21.242 -3.933 -5.259 0.098 -1.905 0.004 -0.198
F 21.320 -3.683 -7.579 -0.664 0.130 0.613 -0.188
O 17.351 5.396 0.490 1.254 -5.004 0.255 0.046
C 17.746 4.194 0.580 -1.177 4.862 0.602 -0.373
O 18.962 3.854 0.049 -0.923 1.791 -0.465 0.014
C 19.298 2.534 0.285 -1.002 -1.768 1.293 -0.190
C 17.939 1.913 0.647 0.194 -1.416 0.710 -0.174
C 17.162 2.990 1.382 1.000 0.917 -1.378 -0.064
H 19.970 2.467 1.140 0.362 0.054 -0.137 0.127
H 19.685 2.004 -0.586 0.313 0.528 -0.030 0.131
H 18.016 1.078 1.344 0.263 -0.445 -0.529 0.115
H 17.539 1.596 -0.315 -0.701 -0.029 0.312 0.122
H 17.506 3.071 2.414 0.321 0.149 0.016 0.124
H 16.082 2.869 1.471 0.101 0.342 -0.670 0.123
O 23.507 4.247 -14.470 -2.202 -1.119 2.064 0.067
C 22.733 3.660 -13.693 3.775 0.500 -2.184 -0.490
O 21.439 3.782 -13.690 -1.319 1.200 -2.333 0.048
C 20.777 2.871 -12.827 -1.760 1.814 -0.909 -0.178
C 21.827 2.573 -11.865 -0.137 -2.224 1.881 -0.172
C 23.079 2.577 -12.706 0.622 0.339 0.290 -0.068
H 20.305 2.014 -13.307 0.682 -0.182 -0.634 0.133
H 19.920 3.495 -12.574 -0.053 -0.332 1.067 0.135
H 21.568 1.569 -11.531 0.490 0.034 0.841 0.126
H 21.816 3.283 -11.038 0.326 -0.100 -0.030 0.133
H 23.233 1.672 -13.294 -0.266 -0.214 0.037 0.136
H 24.014 2.728 -12.165 -0.158 0.275 -0.072 0.130
O 14.128 3.237 -7.208 2.193 3.311 2.618 0.063
C 14.698 4.168 -6.578 -4.151 -2.807 -2.530 -0.403
O 13.929 5.236 -6.080 1.458 -1.663 -0.878 0.009
C 14.877 6.213 -5.678 -0.272 0.890 0.880 -0.213
C 16.162 5.950 -6.404 0.547 -0.219 -0.063 -0.152
C 16.160 4.390 -6.401 -0.274 1.475 -0.351 -0.061
H 15.080 6.085 -4.615 -0.185 0.088 0.275 0.125
H 14.449 7.204 -5.826 0.008 -0.077 -0.105 0.129
H 16.967 6.441 -5.858 0.217 -0.326 -0.056 0.117
H 16.168 6.371 -7.410 -0.136 -0.222 -0.119 0.118
H 16.438 4.040 -5.407 0.336 -0.307 -0.196 0.136
H 16.661 3.932 -7.253 0.261 -0.144 0.535 0.131
O 23.026 8.784 -4.081 -0.085 -0.007 0.576 0.104
C 23.565 7.731 -3.854 -0.097 2.974 1.378 -0.522
O 23.613 6.827 -4.782 0.530 -1.614 -0.904 0.058
C 24.445 5.742 -4.388 0.133 -0.937 -0.034 -0.149
C 25.105 6.095 -3.058 0.570 0.541 0.354 -0.153
C 24.321 7.333 -2.567 -0.631 -1.493 -0.545 -0.050
H 25.174 5.548 -5.175 -0.139 0.063 -0.042 0.126
H 23.808 4.865 -4.274 0.010 -0.048 -0.134 0.126
H 26.164 6.327 -3.174 -0.005 -0.065 -0.136 0.109
H 25.023 5.253 -2.371 0.093 0.130 0.020 0.110
H 24.842 8.134 -2.042 0.075 -0.033 -0.548 0.123
H 23.613 6.908 -1.856 -0.468 0.485 0.009 0.120
O 11.680 -6.119 -9.083 2.392 0.444 -1.974 0.079
C 12.454 -6.044 -10.044 -3.609 -0.920 2.616 -0.411
O 12.320 -7.001 -11.040 0.031 1.367 0.946 0.014
C 13.193 -6.581 -12.082 -0.181 -1.309 -0.792 -0.189
C 13.346 -5.125 -11.908 2.106 1.455 -1.397 -0.203
C 13.439 -4.964 -10.446 -0.678 -0.352 0.997 -0.085
H 12.765 -6.798 -13.060 -0.001 -0.463 0.163 0.130
H 14.088 -7.172 -11.885 0.471 0.314 -0.632 0.135
H 12.594 -4.514 -12.406 -0.247 -0.241 0.203 0.131
H 14.321 -4.803 -12.274 -0.101 0.061 -0.717 0.124
H 13.215 -3.954 -10.103 -0.186 -0.383 0.383 0.136
H 14.438 -5.255 -10.120 0.017 0.021 0.233 0.139
O 16.350 -11.803 -8.675 -1.586 -0.846 2.919 0.070
C 15.854 -11.939 -7.538 2.964 0.212 -4.705 -0.459
O 15.947 -10.923 -6.682 0.535 -0.045 -0.755 0.047
C 15.048 -11.194 -5.661 -0.707 1.086 1.523 -0.208
C 15.062 -12.674 -5.484 -0.608 -1.359 0.137 -0.155
C 15.223 -13.181 -6.937 -0.182 1.177 0.701 -0.054
H 14.095 -10.787 -5.999 -0.384 -0.156 0.358 0.136
H 15.378 -10.658 -4.772 -0.166 0.034 -0.011 0.134
H 14.136 -13.030 -5.031 0.058 -0.027 0.087 0.115
H 15.884 -12.963 -4.828 0.103 -0.098 -0.181 0.119
H 14.242 -13.289 -7.400 0.007 -0.216 -0.080 0.128
H 15.821 -14.078 -7.097 -0.039 0.246 -0.010 0.127
C 24.693 -2.972 0.752 -1.869 -0.936 -1.127 -0.157
C 23.325 -3.774 0.805 1.364 1.754 0.213 -0.155
O 23.317 -4.089 2.158 -0.595 -0.908 4.261 -0.236
S 24.040 -3.044 3.205 0.090 1.531 -0.801 0.732
O 25.206 -3.639 3.799 -1.528 -0.138 -0.048 -0.240
O 23.133 -2.224 4.051 2.074 -2.440 -2.803 -0.256
O 24.625 -2.188 1.933 -0.335 0.551 0.859 -0.219
H 24.640 -2.320 -0.119 0.518 0.143 0.255 0.131
H 25.532 -3.669 0.733 0.158 0.263 0.154 0.129
H 23.211 -4.730 0.294 0.259 0.418 -0.343 0.141
H 22.515 -3.060 0.658 -0.158 -0.231 -0.661 0.129
C 24.694 -9.939 -5.140 -2.325 0.284 0.177 -0.172
C 23.640 -9.916 -6.303 1.595 0.518 -0.347 -0.164
O 24.210 -10.790 -7.263 2.574 -1.612 -0.487 -0.222
S 25.892 -10.695 -7.205 0.543 -0.575 -0.709 0.745
O 26.359 -9.613 -8.054 -0.745 -1.955 0.751 -0.249
O 26.492 -12.050 -7.289 -1.927 3.603 0.345 -0.264
O 26.004 -10.058 -5.700 -1.154 -0.651 -0.449 -0.192
H 24.447 -10.750 -4.455 0.430 -0.397 -0.222 0.123
H 24.486 -9.038 -4.563 1.032 0.321 -0.119 0.129
H 23.627 -8.982 -6.864 -0.331 0.582 0.800 0.130
H 22.628 -10.248 -6.072 0.294 -0.084 0.241 0.137
C 12.233 -3.427 -2.811 -0.292 -0.120 -0.656 -0.154
C 13.122 -4.603 -2.350 -0.865 0.762 -2.131 -0.200
O 12.542 -4.988 -1.158 -1.115 -1.375 2.935 -0.209
S 10.929 -5.069 -1.313 -2.662 -0.450 -0.828 0.801
O 10.105 -4.888 -0.062 3.487 -0.390 -3.916 -0.268
O 10.575 -6.212 -2.222 1.209 3.294 2.670 -0.278
O 10.944 -3.638 -2.192 -0.319 -1.248 1.300 -0.218
H 12.022 -3.509 -3.877 0.396 0.199 -0.037 0.129
H 12.641 -2.442 -2.585 -0.361 -0.029 0.350 0.127
H 14.176 -4.351 -2.238 -0.253 -0.209 0.188 0.146
H 12.907 -5.360 -3.104 0.796 -0.439 0.101 0.123
C 20.242 -4.877 -14.621 0.661 -0.952 1.927 -0.191
C 20.244 -6.372 -14.133 0.267 1.992 -1.274 -0.143
O 20.553 -6.997 -15.367 -0.133 -1.316 -2.442 -0.235
S 19.747 -6.369 -16.675 -1.764 -0.411 2.408 0.749
O 18.410 -7.008 -16.831 3.717 1.896 0.387 -0.267
O 20.636 -6.227 -17.792 -0.867 -0.241 1.209 -0.228
O 19.572 -4.927 -15.859 -0.589 -0.027 -1.332 -0.207
H 21.242 -4.444 -14.639 0.512 -0.650 -1.046 0.123
H 19.876 -4.198 -13.851 -1.547 -0.082 -0.482 0.128
H 19.257 -6.707 -13.815 0.221 0.054 0.478 0.131
H 21.102 -6.548 -13.484 -0.479 -0.262 0.202 0.138

103
Properties=species:S:1:pos:R:3:forces:R:3:lowdin_charge:R:1 method="wB97M-V/def2-TZVPD" lumo_ev=0.26 orbital_gap_ev=9.17 homo_energy_ev=-8.9
C 1.070 -2.432 2.114 0.072 -0.071 0.082 -0.005
C 1.002 -2.086 0.643 -0.310 -0.231 0.115 -0.297
F 2.197 -1.465 0.291 -0.047 0.040 0.072 -0.012
C -0.195 -1.212 0.155 0.595 0.050 -0.256 -0.155
O 0.312 -0.375 -0.945 -0.099 -0.269 0.001 -0.180
S 0.678 1.083 -0.435 -0.194 0.073 0.056 0.565
O -0.243 1.997 -1.027 0.032 0.045 -0.145 -0.228
O 2.068 1.335 -0.542 0.204 0.069 -0.063 -0.224
O 0.302 0.845 1.076 -0.094 -0.068 0.150 -0.144
C -0.803 -0.134 1.050 -0.350 0.039 -0.129 -0.245
C -1.381 -0.353 2.443 0.335 0.204 0.074 -0.120
C -2.887 -0.077 2.517 -0.086 -0.142 0.399 -0.180
C -3.782 -1.272 2.189 -0.258 -0.015 -0.195 -0.200
C -3.410 -2.065 0.937 -0.088 -0.142 0.167 -0.288
N -4.512 -2.967 0.573 0.116 0.154 0.417 0.005
H 0.224 -3.060 2.409 0.018 0.132 -0.031 0.097
H 1.977 -3.021 2.283 -0.102 0.058 -0.039 0.080
H 1.113 -1.547 2.751 -0.049 -0.051 -0.071 0.075
H 0.951 -3.021 0.071 0.105 0.175 -0.084 0.146
H -0.937 -1.865 -0.306 -0.108 0.222 0.175 0.148
H -1.586 0.336 0.447 -0.036 -0.054 -0.078 0.125
H -1.143 -1.337 2.843 -0.060 0.047 -0.031 0.106
H -0.860 0.359 3.091 -0.039 -0.163 -0.063 0.111
H -3.151 0.779 1.887 0.106 -0.081 -0.053 0.112
H -3.113 0.216 3.550 0.033 0.040 -0.187 0.111
H -4.811 -0.909 2.055 0.132 -0.048 0.034 0.116
H -3.810 -1.963 3.044 0.077 0.078 -0.105 0.116
H -3.213 -1.380 0.103 -0.017 -0.086 0.012 0.099
H -2.488 -2.633 1.151 -0.036 0.154 -0.095 0.106
H -5.024 -3.206 1.416 0.045 -0.111 -0.105 0.058
H -4.163 -3.829 0.170 -0.139 0.161 -0.200 0.056
O -4.173 -3.595 -2.380 0.180 0.025 -0.089 0.103
C -3.936 -2.645 -3.069 -0.079 -0.073 0.050 -0.482
O -2.828 -1.885 -2.908 0.007 -0.107 0.085 0.018
C -2.836 -0.778 -3.835 0.111 0.197 -0.060 -0.134
C -3.765 -1.209 -4.961 -0.026 -0.098 -0.007 -0.135
C -4.760 -2.098 -4.219 0.158 0.044 -0.100 -0.070
H -3.194 0.105 -3.309 -0.040 -0.077 0.012 0.096
H -1.811 -0.606 -4.159 -0.121 -0.087 -0.013 0.101
H -4.213 -0.364 -5.480 -0.010 0.011 0.049 0.117
H -3.218 -1.806 -5.693 0.031 0.053 -0.010 0.120
H -5.593 -1.535 -3.794 -0.012 -0.003 -0.001 0.132
H -5.154 -2.916 -4.817 -0.090 -0.012 0.081 0.123
O 3.915 -5.024 2.253 -0.014 -0.035 -0.142 0.120
C 4.248 -5.148 1.110 0.019 0.074 0.150 -0.482
O 4.671 -6.332 0.602 -0.009 -0.004 0.041 0.023
C 5.091 -6.169 -0.763 0.016 0.002 -0.071 -0.156
C 4.376 -4.915 -1.254 -0.036 0.031 0.040 -0.148
C 4.286 -4.089 0.026 -0.091 -0.182 -0.187 -0.069
H 6.177 -6.058 -0.776 0.001 0.016 -0.008 0.126
H 4.822 -7.071 -1.307 -0.007 -0.014 0.044 0.124
H 4.897 -4.422 -2.072 0.044 -0.011 0.030 0.115
H 3.373 -5.175 -1.599 0.011 -0.001 -0.015 0.117
H 5.172 -3.471 0.184 -0.015 0.032 0.031 0.138
H 3.406 -3.457 0.086 0.088 0.105 0.064 0.094
O -3.526 1.156 -1.222 -0.106 0.134 0.018 0.110
C -3.653 2.279 -1.624 0.226 -0.156 0.212 -0.480
O -3.664 2.571 -2.943 -0.038 -0.048 -0.045 0.018
C -3.712 3.995 -3.142 -0.003 0.095 -0.025 -0.143
C -4.302 4.556 -1.853 -0.027 -0.038 0.050 -0.146
C -3.793 3.555 -0.819 -0.116 0.073 -0.116 -0.069
H -2.695 4.346 -3.321 0.004 0.013 0.020 0.129
H -4.317 4.191 -4.024 0.007 -0.051 -0.004 0.126
H -4.003 5.585 -1.665 0.045 -0.016 -0.010 0.116
H -5.391 4.521 -1.898 0.006 0.020 -0.015 0.118
H -2.803 3.817 -0.440 0.016 -0.043 0.020 0.131
H -4.465 3.398 0.022 0.075 -0.033 0.038 0.126
O -0.125 0.926 -7.035 0.067 -0.080 0.115 0.120
C 0.433 0.561 -6.041 -0.098 0.179 -0.097 -0.484
O 0.180 -0.642 -5.469 0.021 -0.027 -0.080 0.003
C 0.911 -0.772 -4.237 0.093 -0.011 0.166 -0.153
C 2.077 0.202 -4.352 0.020 0.045 -0.037 -0.137
C 1.468 1.304 -5.215 0.109 -0.180 0.009 -0.067
H 0.246 -0.511 -3.412 0.014 -0.023 0.016 0.099
H 1.217 -1.811 -4.130 -0.053 -0.010 -0.048 0.131
H 2.439 0.538 -3.382 -0.054 0.005 0.011 0.108
H 2.905 -0.270 -4.884 -0.001 -0.003 0.016 0.118
H 0.944 2.052 -4.616 -0.004 0.024 -0.004 0.131
H 2.177 1.806 -5.868 -0.070 0.077 -0.004 0.125
O 0.657 -0.322 4.979 -0.015 0.062 0.131 0.115
C 0.388 0.516 5.791 0.065 -0.050 -0.179 -0.479
O -0.868 0.671 6.273 -0.014 -0.015 -0.024 0.021
C -0.930 1.808 7.153 -0.006 0.063 0.046 -0.152
C 0.503 2.028 7.624 0.051 -0.033 -0.012 -0.149
C 1.304 1.550 6.415 -0.085 -0.048 0.202 -0.070
H -1.312 2.658 6.583 0.013 0.011 0.005 0.126
H -1.627 1.577 7.954 -0.006 -0.040 -0.028 0.125
H 0.700 3.058 7.913 -0.018 0.009 -0.043 0.116
H 0.712 1.388 8.482 -0.010 0.017 0.008 0.119
H 1.463 2.343 5.682 0.030 -0.008 -0.016 0.133
H 2.262 1.101 6.662 0.027 0.025 -0.095 0.127
O 5.011 6.120 2.949 0.008 -0.125 -0.070 0.116
C 5.061 5.240 2.139 -0.022 0.141 0.049 -0.489
O 6.197 4.539 1.901 0.009 0.026 0.028 0.020
C 5.996 3.611 0.820 -0.015 -0.046 -0.063 -0.154
C 4.491 3.382 0.762 -0.049 0.008 0.029 -0.156
C 3.956 4.731 1.233 0.052 -0.196 0.044 -0.075
H 6.382 4.066 -0.095 -0.013 0.003 -0.009 0.125
H 6.568 2.712 1.036 0.016 0.030 0.041 0.124
H 4.138 3.077 -0.221 0.019 0.016 -0.001 0.104
H 4.206 2.604 1.471 -0.001 -0.019 -0.031 0.120
H 3.838 5.441 0.412 -0.025 0.021 0.010 0.131
H 3.021 4.670 1.782 -0.018 0.100 -0.033 0.123